A 2-piece molecular cluster, C40H67ClN5O5 overall in a non-equilibrium geometry. Source: the OMol25 dataset; level of theory: ωB97M-V/def2-TZVPD.

ORCA input file:
```
! RIJCOSX wB97M-V def2-TZVPD def2/J DEFGRID3
* xyz 1 1
C 7.6536 -1.1050 4.1985
C 6.7028 -1.8562 4.0005
C 5.6041 -2.6827 3.2127
C 4.4242 -1.7763 2.6842
C 4.5876 -0.8982 1.4202
C 5.9906 -0.9671 0.7116
C 6.2014 -2.2509 -0.2419
C 4.9281 -3.1876 -0.3998
C 3.7722 -2.5869 -1.3380
C 3.4736 -3.4672 -2.6380
C 3.8183 -2.6089 -3.9604
C 5.3159 -2.0641 -3.9587
C 5.7516 -1.5005 -5.3942
O 4.8221 -0.4914 -5.8668
C 5.3332 0.8118 -5.7602
C 6.2811 1.3257 -4.6059
O 4.9947 1.6298 -6.6026
C 3.4317 -0.0513 0.9511
C 3.6537 0.8631 -0.3086
C 2.5604 0.7107 -1.4626
C 3.1710 0.9096 -2.9450
N 3.0226 2.3204 -3.4204
C 2.0962 -0.0847 1.7064
N 1.0639 0.7224 1.1993
C -0.1186 0.6081 1.9015
C -1.3452 1.4614 1.3493
C -1.8156 2.6196 2.3326
C -1.5747 4.0942 1.7952
Cl -3.6477 2.3581 2.5979
C -0.2467 -0.2795 3.1270
C -1.6791 -0.3276 3.8408
C -2.7265 -1.1660 2.9612
C -1.9132 -2.3754 2.3232
N -1.5684 -2.3639 0.9076
O -1.5766 -3.3330 3.0126
N 0.7389 -1.0578 3.7007
C 1.9051 -0.9360 2.9253
C 3.1210 -1.7630 3.3863
C 2.9565 -2.6606 4.6915
C 2.8005 -4.2130 4.3607
O 2.1333 -4.4594 3.0962
H 8.5854 -0.4840 4.2981
H 5.2751 -3.5174 3.8928
H 6.0470 -3.1900 2.2910
H 6.7758 -1.0574 1.5332
H 6.2676 -0.0496 0.1183
H 7.0153 -2.8976 0.2320
H 6.6427 -1.9146 -1.2387
H 4.5145 -3.5204 0.6069
H 5.2906 -4.1436 -0.9060
H 4.0858 -1.5165 -1.5762
H 2.8493 -2.4818 -0.6725
H 2.3499 -3.6660 -2.6304
H 4.0671 -4.4342 -2.6684
H 3.0395 -1.7947 -4.0173
H 3.6318 -3.3005 -4.8475
H 5.4954 -1.2453 -3.1973
H 6.0108 -2.9254 -3.6765
H 6.8365 -1.1901 -5.4277
H 5.6416 -2.3837 -6.1096
H 5.8083 2.2244 -4.1020
H 6.5599 0.5328 -3.8470
H 7.2559 1.6983 -5.0650
H 3.6019 1.9432 0.0654
H 4.6684 0.7574 -0.7934
H 1.8383 1.5865 -1.3327
H 1.9359 -0.2280 -1.4079
H 2.5059 0.3000 -3.6448
H 4.2403 0.5441 -3.0245
H 2.0498 2.5005 -3.6882
H 3.3557 2.9872 -2.7198
H -0.9924 1.9731 0.3913
H -2.1796 0.7657 1.0198
H -1.3625 2.5506 3.3678
H -1.5208 4.1255 0.6666
H -2.3927 4.7575 2.2181
H -0.5731 4.4346 2.2242
H -1.5517 -0.9211 4.8072
H -2.0472 0.6912 4.1504
H -3.2996 -0.5481 2.2102
H -3.5039 -1.6128 3.6650
H -0.5745 -2.5708 0.7678
H -1.8223 -1.4557 0.4986
H 2.0795 -2.3571 5.3287
H 3.8902 -2.5612 5.3407
H 2.1208 -4.6424 5.1757
H 3.7705 -4.8008 4.4247
H 2.0498 -5.4331 3.0306
C -6.7135 4.2066 0.4240
C -6.7157 2.9203 -0.3813
N -7.5335 1.7869 0.2397
C -6.9674 1.5001 1.6273
C -7.3125 0.4905 -0.5461
C -7.8063 0.4781 -1.9821
C -9.0204 2.1270 0.4478
C -9.8052 2.6407 -0.7572
O -9.2840 3.8694 -1.2299
C -9.6497 4.1386 -2.5813
H -6.1876 4.0916 1.3738
H -6.1844 4.9792 -0.1375
H -7.7157 4.5823 0.6293
H -5.6898 2.5494 -0.4713
H -7.0824 3.0934 -1.3891
H -5.8961 1.3223 1.5314
H -7.4679 0.6166 2.0251
H -7.1620 2.3510 2.2771
H -7.7951 -0.3115 0.0155
H -6.2345 0.3125 -0.5346
H -8.8639 0.2219 -2.0341
H -7.2903 -0.3166 -2.5293
H -7.6272 1.4072 -2.5216
H -9.0484 2.8828 1.2345
H -9.4874 1.2169 0.8320
H -10.8356 2.8268 -0.4289
H -9.8618 1.9030 -1.5550
H -10.5952 3.6651 -2.8564
H -8.8532 3.7813 -3.2413
H -9.7432 5.2173 -2.7035
*
```

The calculation puts the HOMO energy at -9.623 eV. The calculation puts the HOMO-LUMO gap at 7.30 eV. As for the largest force on an atom: 5.2 eV Å⁻¹.